No. 1
{
  "formula": "C31H56BrFIO9P",
  "method": "wB97M-V/def2-TZVPD",
  "smiles": "F[PH](Br)(I)COc1ccccc1.CC(C)=O.CC(C)=O.CC(C)=O.CC(C)=O.CC(C)=O.CC(C)=O.CC(C)=O.CC(C)=O",
  "total_charge": 0,
  "orbital_gap_ev": 8.3,
  "homo_ev": -8.642,
  "species": ["F", "P", "Br", "I", "C", "O", "C", "C", "C", "C", "C", "C", "H", "H", "H", "H", "H", "H", "H", "H", "C", "C", "C", "O", "H", "H", "H", "H", "H", "H", "C", "C", "C", "O", "H", "H", "H", "H", "H", "H", "C", "C", "C", "O", "H", "H", "H", "H", "H", "H", "C", "C", "C", "O", "H", "H", "H", "H", "H", "H", "C", "C", "C", "O", "H", "H", "H", "H", "H", "H", "C", "C", "C", "O", "H", "H", "H", "H", "H", "H", "C", "C", "C", "O", "H", "H", "H", "H", "H", "H", "C", "C", "C", "O", "H", "H", "H", "H", "H", "H"],
  "positions_angstrom": [[5.74, -0.67, 4.01], [4.17, -0.08, 3.39], [3.84, 0.79, 5.51], [4.85, -1.12, 1.21], [3.98, 1.63, 2.55], [2.83, 1.70, 1.59], [1.69, 0.98, 2.19], [0.94, 1.48, 3.57], [-0.29, 0.60, 4.20], [-0.74, -0.77, 3.41], [-0.07, -1.32, 2.00], [1.19, -0.40, 1.40], [3.07, -1.03, 3.55], [3.78, 2.46, 3.35], [4.95, 1.92, 1.93], [1.35, 2.48, 4.06], [-0.77, 0.97, 5.22], [-1.62, -1.44, 3.87], [-0.40, -2.28, 1.42], [1.75, -0.69, 0.41], [8.65, 1.06, -0.04], [8.17, 1.86, -1.23], [6.70, 1.82, -1.54], [8.96, 2.52, -1.91], [9.73, 1.18, 0.06], [8.17, 1.42, 0.87], [8.43, 0.00, -0.20], [6.13, 2.22, -0.70], [6.39, 0.80, -1.76], [6.50, 2.44, -2.42], [-1.84, -2.69, -1.47], [-2.69, -3.45, -0.49], [-3.61, -4.51, -1.03], [-2.64, -3.21, 0.72], [-1.23, -1.96, -0.94], [-1.18, -3.38, -2.00], [-2.48, -2.16, -2.19], [-3.02, -5.28, -1.54], [-4.32, -4.07, -1.72], [-4.16, -4.98, -0.21], [-2.81, 0.97, 1.03], [-3.16, 1.92, -0.08], [-3.16, 3.39, 0.24], [-3.45, 1.52, -1.20], [-2.85, -0.06, 0.65], [-1.79, 1.17, 1.38], [-3.52, 1.07, 1.85], [-2.16, 3.70, 0.56], [-3.89, 3.60, 1.03], [-3.44, 3.96, -0.65], [11.27, 2.08, -3.49], [11.73, 1.35, -4.72], [12.82, 1.98, -5.54], [11.22, 0.28, -5.05], [10.48, 1.51, -3.00], [12.11, 2.19, -2.79], [10.88, 3.07, -3.76], [13.73, 2.08, -4.93], [12.50, 2.96, -5.90], [13.05, 1.34, -6.40], [2.99, -4.92, 4.16], [2.03, -4.42, 3.11], [1.19, -5.44, 2.40], [1.94, -3.22, 2.85], [3.54, -4.07, 4.58], [2.45, -5.42, 4.96], [3.72, -5.60, 3.70], [0.56, -5.97, 3.12], [1.83, -6.15, 1.87], [0.54, -4.94, 1.68], [-6.23, 4.49, -5.10], [-6.24, 3.52, -3.95], [-4.93, 2.86, -3.58], [-7.27, 3.28, -3.33], [-7.24, 4.88, -5.26], [-5.56, 5.32, -4.89], [-5.91, 3.97, -6.02], [-4.20, 3.63, -3.30], [-4.56, 2.28, -4.43], [-5.09, 2.19, -2.73], [-5.71, -7.80, 2.82], [-6.18, -7.01, 1.64], [-7.65, -7.04, 1.33], [-5.40, -6.35, 0.96], [-4.62, -7.68, 2.93], [-6.19, -7.44, 3.74], [-5.93, -8.86, 2.67], [-8.22, -6.65, 2.17], [-7.96, -8.07, 1.11], [-7.85, -6.42, 0.45], [-8.01, 5.66, -1.96], [-7.56, 6.73, -1.00], [-7.78, 6.48, 0.46], [-7.03, 7.76, -1.41], [-7.79, 5.97, -2.99], [-7.48, 4.73, -1.76], [-9.09, 5.51, -1.87], [-7.24, 5.59, 0.78], [-8.85, 6.37, 0.66], [-7.41, 7.34, 1.04]],
  "lowdin_charge": [-0.469, 0.234, 0.281, 0.475, -0.436, -0.240, -0.232, -0.044, -0.056, -0.064, -0.037, -0.007, -0.009, 0.075, 0.110, 0.096, 0.095, 0.097, 0.077, 0.072, -0.021, -0.471, -0.023, 0.026, 0.085, 0.082, 0.084, 0.075, 0.081, 0.086, -0.022, -0.485, -0.021, 0.030, 0.068, 0.087, 0.091, 0.090, 0.091, 0.049, -0.022, -0.474, -0.018, 0.037, 0.075, 0.067, 0.091, 0.088, 0.086, 0.075, -0.036, -0.490, -0.034, 0.045, 0.059, 0.090, 0.089, 0.083, 0.084, 0.082, -0.017, -0.473, -0.015, 0.006, 0.083, 0.088, 0.089, 0.089, 0.089, 0.078, -0.028, -0.486, -0.025, 0.021, 0.082, 0.090, 0.086, 0.085, 0.091, 0.066, -0.025, -0.477, -0.025, 0.044, 0.085, 0.087, 0.086, 0.087, 0.086, 0.086, -0.028, -0.488, -0.029, 0.044, 0.078, 0.070, 0.095, 0.081, 0.085, 0.083]
}

=====

No. 2
{
  "formula": "C31H56BrN2OPS2",
  "method": "wB97M-V/def2-TZVPD",
  "smiles": "Cc1ccccc1C[C@]1(Br)C[C@@](N=C=S)([PH2]=S)NC1=O.CCCCCC.CCCCCC.CCCCCC",
  "total_charge": 0,
  "orbital_gap_ev": 8.9,
  "homo_ev": -9.079,
  "species": ["C", "C", "C", "C", "C", "C", "C", "C", "C", "Br", "C", "C", "N", "C", "S", "P", "S", "N", "C", "O", "H", "H", "H", "H", "H", "H", "H", "H", "H", "H", "H", "H", "H", "H", "C", "C", "C", "C", "C", "C", "H", "H", "H", "H", "H", "H", "H", "H", "H", "H", "H", "H", "H", "H", "C", "C", "C", "C", "C", "C", "H", "H", "H", "H", "H", "H", "H", "H", "H", "H", "H", "H", "H", "H", "C", "C", "C", "C", "C", "C", "H", "H", "H", "H", "H", "H", "H", "H", "H", "H", "H", "H", "H", "H"],
  "positions_angstrom": [[4.35, -1.04, 4.99], [5.11, -0.66, 3.74], [6.23, -1.41, 3.43], [6.94, -1.14, 2.30], [6.56, -0.15, 1.44], [5.45, 0.58, 1.76], [4.71, 0.35, 2.89], [3.48, 1.19, 3.19], [2.26, 0.89, 2.30], [2.06, 2.27, 0.90], [0.97, 0.91, 3.17], [0.03, -0.24, 2.71], [-0.02, -1.33, 3.77], [-0.14, -2.49, 3.40], [0.08, -3.97, 2.99], [-1.77, 0.12, 2.35], [-2.14, 0.66, 0.51], [0.69, -0.89, 1.57], [2.10, -0.51, 1.67], [2.93, -1.26, 1.24], [4.99, -1.53, 5.73], [3.87, -0.19, 5.48], [3.54, -1.72, 4.71], [6.57, -2.20, 4.09], [7.81, -1.74, 2.04], [7.12, 0.09, 0.54], [5.14, 1.36, 1.06], [3.26, 1.13, 4.26], [3.76, 2.23, 3.00], [1.14, 0.72, 4.23], [0.42, 1.86, 3.19], [-2.50, -1.07, 2.56], [-2.25, 1.15, 3.18], [0.41, -0.46, 0.68], [0.12, 1.18, -2.08], [0.97, 2.31, -2.65], [0.29, 3.67, -2.59], [-0.99, 3.79, -3.42], [-0.83, 3.47, -4.90], [0.11, 4.43, -5.62], [-0.80, 1.06, -2.65], [0.66, 0.23, -2.11], [-0.14, 1.38, -1.04], [1.27, 2.07, -3.67], [1.90, 2.36, -2.07], [1.00, 4.44, -2.92], [0.05, 3.91, -1.55], [-1.39, 4.80, -3.31], [-1.76, 3.12, -3.00], [-1.82, 3.54, -5.38], [-0.49, 2.45, -5.05], [-0.24, 5.46, -5.54], [0.17, 4.19, -6.69], [1.13, 4.38, -5.22], [1.16, -5.32, -2.84], [1.37, -3.95, -3.47], [2.82, -3.65, -3.81], [3.78, -3.62, -2.62], [3.41, -2.61, -1.53], [3.43, -1.17, -2.01], [1.70, -5.41, -1.89], [0.10, -5.49, -2.63], [1.51, -6.11, -3.50], [0.97, -3.17, -2.80], [0.77, -3.89, -4.38], [2.87, -2.70, -4.35], [3.18, -4.41, -4.52], [4.79, -3.39, -2.99], [3.84, -4.61, -2.17], [4.13, -2.72, -0.71], [2.43, -2.85, -1.10], [4.42, -0.90, -2.40], [3.19, -0.49, -1.19], [2.70, -1.00, -2.81], [-9.34, 1.10, 0.31], [-8.76, 1.14, 1.72], [-7.39, 1.82, 1.79], [-6.29, 1.13, 0.99], [-6.03, -0.33, 1.37], [-5.56, -0.51, 2.81], [-8.72, 0.52, -0.37], [-10.33, 0.63, 0.32], [-9.45, 2.11, -0.09], [-8.70, 0.13, 2.13], [-9.45, 1.69, 2.37], [-7.09, 1.90, 2.84], [-7.49, 2.85, 1.43], [-5.36, 1.69, 1.12], [-6.52, 1.18, -0.07], [-5.26, -0.73, 0.70], [-6.93, -0.93, 1.20], [-4.64, 0.05, 2.99], [-5.37, -1.56, 3.02], [-6.31, -0.17, 3.53]],
  "lowdin_charge": [-0.028, -0.226, -0.051, -0.091, -0.079, -0.055, -0.203, -0.134, -0.628, 0.862, -0.152, -0.602, 0.042, -0.824, 0.782, 0.463, 0.195, 0.069, -0.404, 0.149, 0.079, 0.065, 0.089, 0.116, 0.108, 0.109, 0.111, 0.096, 0.104, 0.118, 0.102, -0.011, -0.007, 0.090, -0.152, -0.282, -0.226, -0.227, -0.270, -0.114, 0.071, 0.058, -0.043, 0.101, 0.064, 0.102, 0.105, 0.109, 0.102, 0.103, 0.098, 0.074, 0.068, 0.064, -0.113, -0.270, -0.230, -0.226, -0.269, -0.103, 0.064, 0.068, 0.074, 0.096, 0.103, 0.100, 0.108, 0.108, 0.101, 0.100, 0.096, 0.078, 0.046, 0.059, -0.113, -0.272, -0.230, -0.230, -0.268, -0.115, 0.065, 0.068, 0.075, 0.097, 0.103, 0.100, 0.109, 0.095, 0.104, 0.092, 0.100, 0.032, 0.072, 0.068]
}

=====

No. 3
{
  "formula": "C31H56NO6PSSiY",
  "method": "wB97M-V/def2-TZVPD",
  "de_lowest_ev": 0.000,
  "total_charge": 1,
  "orbital_gap_ev": 8.2,
  "homo_ev": -11.365,
  "species": ["Y", "O", "C", "O", "C", "C", "C", "C", "C", "C", "C", "C", "C", "N", "H", "H", "H", "H", "H", "H", "C", "C", "C", "C", "O", "Si", "S", "O", "C", "C", "C", "C", "O", "C", "C", "C", "C", "H", "H", "H", "H", "H", "H", "H", "H", "H", "H", "H", "H", "H", "H", "H", "H", "H", "H", "H", "H", "H", "H", "H", "H", "H", "H", "H", "O", "H", "H", "C", "C", "C", "P", "C", "C", "C", "C", "C", "C", "H", "H", "H", "H", "H", "H", "H", "H", "H", "H", "H", "H", "H", "H", "H", "H", "H", "H", "H", "H", "H"],
  "positions_angstrom": [[-0.36, 0.16, 1.25], [0.92, 0.24, 5.29], [0.85, 0.27, 4.09], [-0.24, 0.31, 3.36], [2.12, 0.25, 3.26], [3.37, 0.17, 3.89], [4.50, 0.13, 3.12], [4.39, 0.23, 1.71], [5.51, 0.25, 0.85], [5.34, 0.40, -0.50], [4.05, 0.56, -1.04], [2.95, 0.54, -0.23], [3.09, 0.35, 1.16], [1.97, 0.30, 1.95], [3.39, 0.13, 4.97], [5.48, 0.05, 3.57], [6.50, 0.16, 1.28], [6.20, 0.42, -1.15], [3.93, 0.72, -2.10], [1.97, 0.74, -0.63], [-1.41, 0.61, -3.52], [-0.65, -0.11, -2.42], [-1.35, -1.39, -2.04], [0.78, -0.40, -2.86], [-0.63, 0.69, -1.17], [-0.58, 2.40, -1.12], [-0.49, 2.74, 0.93], [0.76, 2.73, -1.97], [1.28, 4.00, -2.45], [2.78, 3.81, -2.58], [0.97, 5.11, -1.45], [0.65, 4.29, -3.81], [-1.84, 3.06, -1.89], [-3.18, 3.41, -1.51], [-3.75, 2.33, -0.59], [-3.16, 4.76, -0.81], [-3.98, 3.49, -2.80], [-1.44, -0.05, -4.39], [-0.91, 1.53, -3.82], [-2.42, 0.83, -3.22], [-1.36, -2.09, -2.88], [-2.38, -1.20, -1.74], [-0.82, -1.86, -1.22], [0.76, -0.96, -3.79], [1.30, -1.00, -2.12], [1.32, 0.54, -3.02], [3.21, 3.56, -1.61], [3.25, 4.71, -2.96], [3.00, 2.99, -3.27], [1.38, 4.87, -0.47], [-0.11, 5.24, -1.35], [1.39, 6.05, -1.80], [0.87, 3.48, -4.50], [1.04, 5.21, -4.22], [-0.43, 4.38, -3.70], [-3.18, 2.32, 0.34], [-3.70, 1.35, -1.07], [-4.79, 2.55, -0.36], [-2.56, 4.71, 0.10], [-4.17, 5.07, -0.54], [-2.73, 5.52, -1.47], [-3.98, 2.52, -3.31], [-3.53, 4.22, -3.47], [-5.01, 3.78, -2.60], [-2.58, 0.14, 2.16], [-2.38, 0.39, 3.08], [-3.29, 0.72, 1.86], [-0.55, -4.97, 3.58], [-1.15, -3.62, 3.18], [-0.94, -2.60, 4.30], [-0.62, -2.97, 1.50], [0.99, -3.81, 1.15], [2.08, -3.28, 2.08], [1.41, -3.60, -0.30], [-1.85, -3.77, 0.35], [-2.10, -5.26, 0.56], [-3.16, -2.98, 0.38], [-1.06, -5.33, 4.47], [0.51, -4.88, 3.83], [-0.65, -5.74, 2.81], [-2.23, -3.75, 3.06], [0.11, -2.35, 4.43], [-1.29, -3.02, 5.25], [-1.49, -1.68, 4.13], [0.85, -4.88, 1.32], [2.30, -2.24, 1.85], [3.00, -3.85, 1.94], [1.82, -3.34, 3.13], [1.56, -2.54, -0.51], [0.68, -3.99, -1.02], [2.36, -4.10, -0.49], [-1.42, -3.64, -0.64], [-2.61, -5.45, 1.50], [-1.18, -5.84, 0.54], [-2.74, -5.63, -0.24], [-3.63, -3.02, 1.37], [-3.87, -3.40, -0.33], [-3.01, -1.93, 0.13]],
  "lowdin_charge": [1.277, 0.124, -0.562, -0.242, -0.170, 0.032, 0.036, -0.141, -0.012, -0.048, -0.046, -0.020, -0.203, 0.053, 0.130, 0.131, 0.123, 0.114, 0.110, 0.072, -0.012, -0.596, -0.032, -0.014, -0.307, -0.150, 0.402, -0.154, -0.621, -0.025, -0.033, -0.018, -0.150, -0.634, -0.041, -0.023, -0.016, 0.106, 0.085, 0.077, 0.114, 0.088, 0.032, 0.104, 0.065, 0.083, 0.086, 0.095, 0.084, 0.081, 0.072, 0.099, 0.090, 0.095, 0.080, 0.029, 0.085, 0.099, 0.065, 0.096, 0.092, 0.080, 0.093, 0.095, -0.111, 0.074, 0.074, -0.101, -0.515, -0.109, 1.054, -0.553, -0.097, -0.107, -0.558, -0.097, -0.120, 0.091, 0.073, 0.058, 0.096, 0.067, 0.092, 0.054, 0.099, 0.052, 0.094, 0.061, 0.052, 0.073, 0.092, 0.065, 0.078, 0.073, 0.088, 0.079, 0.091, 0.035]
}

=====

No. 4
{
  "formula": "C31H57BClN5O19V",
  "method": "wB97M-V/def2-TZVPD",
  "de_lowest_ev": 9.568,
  "total_charge": -3,
  "orbital_gap_ev": 2.9,
  "homo_ev": 0.215,
  "species": ["O", "V", "O", "N", "O", "O", "O", "N", "O", "O", "O", "Cl", "O", "C", "O", "B", "O", "C", "O", "O", "C", "O", "C", "O", "O", "C", "C", "C", "C", "C", "C", "N", "O", "C", "C", "C", "H", "H", "H", "H", "H", "H", "H", "H", "H", "H", "H", "H", "H", "H", "H", "H", "H", "H", "H", "C", "C", "C", "C", "C", "C", "N", "O", "C", "C", "C", "H", "H", "H", "H", "H", "H", "H", "H", "H", "H", "H", "H", "H", "H", "H", "H", "H", "H", "H", "C", "C", "C", "C", "C", "C", "N", "O", "C", "C", "C", "H", "H", "H", "H", "H", "H", "H", "H", "H", "H", "H", "H", "H", "H", "H", "H", "H", "H", "H"],
  "positions_angstrom": [[-1.73, -1.09, 0.20], [-2.27, -2.40, -0.36], [-2.15, -2.32, -1.96], [-3.09, -7.65, 0.11], [-2.62, -7.93, 1.20], [-2.77, -6.60, -0.47], [-4.11, -8.17, -0.26], [-3.25, -4.84, 3.56], [-4.37, -5.20, 3.24], [-2.62, -5.62, 4.26], [-2.75, -3.87, 3.09], [-6.12, -2.96, -0.49], [2.18, -8.16, 5.69], [2.65, -7.32, 4.98], [2.06, -6.90, 3.82], [2.89, -5.96, 3.06], [3.96, -5.56, 4.03], [3.89, -6.36, 5.15], [4.64, -6.35, 6.10], [3.39, -6.44, 1.80], [2.80, -5.85, 0.80], [2.91, -5.96, -0.40], [1.69, -4.98, 1.34], [2.07, -4.80, 2.63], [0.86, -4.43, 0.71], [-6.56, 3.01, -1.63], [-7.24, 3.39, -2.95], [-6.53, 4.67, -3.56], [-5.08, 4.35, -3.91], [-5.18, 3.26, -4.98], [-6.01, 1.94, -4.71], [-7.23, 2.18, -3.84], [-7.91, 1.09, -3.46], [-6.48, 1.30, -6.01], [-5.00, 0.95, -4.02], [-8.72, 3.94, -2.87], [-7.20, 2.31, -1.08], [-6.10, 3.75, -0.97], [-5.69, 2.38, -1.82], [-7.08, 5.16, -4.36], [-6.38, 5.44, -2.81], [-4.47, 4.07, -3.06], [-4.75, 5.33, -4.25], [-4.19, 2.85, -5.19], [-5.43, 3.59, -5.98], [-7.52, 1.59, -6.16], [-5.92, 1.49, -6.93], [-6.54, 0.21, -5.93], [-4.23, 0.78, -4.77], [-4.49, 1.30, -3.13], [-5.49, -0.01, -3.85], [-9.19, 3.31, -2.11], [-9.16, 3.88, -3.86], [-8.69, 4.99, -2.59], [-7.24, 0.54, -3.06], [2.41, -0.07, -5.47], [3.47, -0.18, -4.36], [4.59, -1.13, -4.76], [5.88, -1.09, -3.86], [6.55, 0.26, -3.90], [5.54, 1.38, -3.50], [4.18, 1.14, -4.17], [3.27, 2.19, -3.83], [5.65, 1.48, -1.97], [6.05, 2.70, -4.17], [2.75, -0.76, -3.10], [2.07, -1.09, -5.65], [2.81, 0.33, -6.40], [1.54, 0.53, -5.22], [4.15, -2.12, -4.67], [4.85, -1.00, -5.81], [6.54, -1.90, -4.19], [5.72, -1.34, -2.81], [7.10, 0.43, -4.83], [7.34, 0.09, -3.17], [5.19, 0.58, -1.55], [6.70, 1.59, -1.69], [5.14, 2.31, -1.49], [6.08, 2.55, -5.25], [5.36, 3.53, -4.07], [7.02, 3.07, -3.84], [1.79, -0.27, -2.92], [3.35, -0.57, -2.20], [2.62, -1.84, -3.19], [2.88, 1.84, -3.02], [4.08, 1.70, 6.21], [2.69, 2.36, 6.24], [2.33, 2.80, 4.79], [1.97, 1.65, 3.94], [0.75, 1.02, 4.57], [0.94, 0.49, 6.01], [1.67, 1.49, 6.89], [1.85, 0.98, 8.13], [-0.56, 0.21, 6.48], [1.69, -0.88, 5.89], [2.69, 3.64, 7.05], [4.48, 1.48, 7.20], [4.71, 2.45, 5.74], [4.08, 0.75, 5.68], [1.43, 3.42, 4.88], [2.99, 3.38, 4.15], [2.87, 1.06, 3.81], [1.74, 1.88, 2.90], [0.61, 0.14, 3.94], [-0.14, 1.64, 4.49], [-1.19, 1.08, 6.65], [-1.22, -0.36, 5.82], [-0.55, -0.46, 7.33], [2.33, -0.89, 5.00], [2.22, -1.12, 6.81], [0.92, -1.64, 5.77], [3.59, 3.64, 7.67], [1.85, 3.79, 7.73], [2.81, 4.64, 6.63], [1.39, 1.63, 8.68]],
  "lowdin_charge": [-0.289, 1.152, -0.327, -0.705, -0.050, -0.105, -0.079, -0.726, -0.068, -0.073, -0.078, -0.661, 0.146, -0.356, 0.217, -0.893, 0.185, -0.335, 0.098, 0.251, -0.415, 0.130, -0.386, 0.206, 0.165, -0.026, -0.444, -0.171, -0.186, -0.132, -0.446, -0.181, 0.021, -0.046, -0.032, -0.036, 0.087, 0.083, 0.062, 0.116, 0.108, 0.112, 0.104, 0.101, 0.105, 0.083, 0.078, 0.081, 0.081, 0.077, 0.083, 0.073, 0.079, 0.065, 0.094, -0.038, -0.508, -0.129, -0.169, -0.168, -0.447, -0.085, -0.025, -0.039, -0.054, -0.013, 0.088, 0.080, 0.078, 0.111, 0.116, 0.107, 0.110, 0.111, 0.108, 0.072, 0.080, 0.077, 0.073, 0.067, 0.075, 0.079, 0.069, 0.093, 0.082, -0.027, -0.476, -0.170, -0.225, -0.159, -0.417, -0.152, 0.003, -0.042, -0.013, -0.058, 0.077, 0.082, 0.076, 0.117, 0.122, 0.111, 0.117, 0.126, 0.121, 0.068, 0.086, 0.071, 0.074, 0.076, 0.089, 0.069, 0.078, 0.075, 0.101]
}